Density functional theory data (ωB97M-V/def2-TZVPD) for a 10-piece molecular cluster, C38H40F9N2O31PS overall.

Structure (XYZ):
```
122
Properties=species:S:1:pos:R:3:forces:R:3
H -2.3472 -0.4800 -2.5094 -0.01 0.02 0.05
H 4.8253 5.8358 6.6593 0.11 0.04 0.06
N 4.2347 5.8696 3.3789 0.41 -0.29 0.47
O -3.9888 -1.0666 -4.8556 -0.08 -0.02 0.04
H -2.0597 0.2696 -4.0961 0.14 0.14 -0.03
C -10.7158 -0.3332 1.1097 -0.03 -0.06 0.05
C 3.7015 2.5436 5.5136 0.09 0.06 -0.18
C 1.5422 -3.0014 -3.7973 -0.08 -0.03 -0.02
C 1.3774 -3.4032 4.7558 0.19 0.11 0.04
C -1.9729 0.4057 -3.0247 0.00 -0.08 -0.09
H 7.9818 2.3720 2.9911 0.00 -0.02 -0.18
H 2.3707 -8.4981 3.1096 0.02 0.08 -0.03
O -5.3343 -2.2807 -6.1444 0.06 -0.23 0.12
C 3.2130 -2.0905 -4.9822 -0.11 0.11 -0.07
C 2.6612 -3.2835 -5.7354 0.06 -0.05 -0.06
O -10.2428 1.6621 0.1090 -0.23 0.10 0.01
F -7.7116 4.8507 -1.3951 0.03 -0.06 0.03
O 0.8149 -3.1948 -2.8828 -0.10 0.12 0.06
C -2.6389 1.6562 -2.4903 -0.05 -0.04 -0.04
H 5.0521 -1.5112 2.3484 0.77 -0.70 -0.16
O -5.8306 2.0167 -4.2445 -0.01 0.17 0.01
O 2.8621 5.2533 5.5503 0.04 -0.22 -0.07
O -1.2897 2.7523 -5.3580 -0.08 0.01 0.01
C 1.3394 -4.5680 3.7928 -0.08 0.01 0.16
H 2.3377 -2.8968 4.7918 -0.12 0.12 -0.08
H 2.4157 3.8940 -5.3350 -0.01 0.08 0.02
O 0.4206 1.8121 -1.0514 0.11 0.24 0.00
C 5.9105 0.3271 2.7103 0.12 -0.32 -0.05
H 0.9238 4.3099 -2.6858 0.05 0.07 0.03
C 3.7249 1.1580 5.5218 0.37 -0.33 0.01
O 6.6711 0.5616 1.8119 -0.19 0.06 -0.19
F -7.3194 -1.9156 -5.1281 0.01 0.04 -0.05
C 2.0658 -9.6805 0.5823 0.06 0.05 0.11
C -8.6898 3.2679 -2.8893 0.02 0.17 -0.08
H 4.9311 6.6037 3.3315 -0.22 0.17 -0.22
O -0.0113 -4.5698 3.3680 0.09 0.04 -0.26
H -5.2527 -0.9832 -3.2051 0.16 -0.05 -0.01
H 2.4707 0.7562 0.5714 -0.08 0.05 0.05
C 1.9234 -0.1857 0.5263 -0.19 -0.17 -0.04
H -11.4940 -0.8680 1.6451 -0.08 0.00 -0.13
H 1.0866 -3.7132 5.7607 -0.04 -0.11 -0.03
O 1.5336 -9.8783 1.8123 -0.01 0.02 0.03
C 4.4942 0.5393 4.5478 0.22 0.27 -0.05
H -7.7222 5.2008 -3.3548 -0.01 0.06 0.07
H 0.5906 -8.5578 3.1127 -0.05 -0.12 -0.07
C 1.0988 4.5171 -3.7431 0.00 0.00 -0.06
O 3.0998 -1.6358 -0.8075 -0.06 -0.03 -0.02
C -4.0788 -1.7745 -6.0059 -0.02 0.04 0.02
H 8.4164 5.0533 4.1884 -0.06 0.04 0.08
H -9.6265 3.6186 -3.3098 0.03 -0.09 -0.14
H 7.0903 4.1744 4.9676 0.07 0.11 0.01
O -8.0009 2.4266 -3.8258 -0.09 0.01 0.04
C 6.1183 3.4110 2.6436 0.19 -0.25 -0.46
H 5.7614 4.4239 2.4811 -0.02 -0.02 0.20
H 0.5049 -7.3929 0.9424 0.02 0.12 0.02
F 1.6260 5.7564 -3.8648 -0.02 0.01 -0.09
F 0.6936 -0.0098 1.0469 0.02 -0.16 0.11
O 0.9025 2.5526 -4.8983 0.04 0.01 -0.04
F -3.8932 1.4252 -2.0423 0.07 -0.07 0.13
H 2.6384 2.9588 -3.8334 -0.11 -0.12 0.02
H 8.1097 3.9454 2.1844 0.15 -0.26 -0.05
O 1.8660 -3.9195 -4.7308 0.05 0.04 -0.06
H -11.7092 1.5901 1.5402 0.02 0.03 0.09
C 5.2581 2.6820 3.6348 -0.03 0.16 0.03
H 8.6691 3.4512 4.8984 0.12 0.13 -0.04
H -5.9091 -3.0789 -4.3429 -0.08 -0.01 0.00
C 3.4157 -1.8707 0.4700 -0.14 -0.01 -0.05
O 4.2966 -2.5807 0.8488 0.01 0.02 0.04
H -9.7400 -0.7562 1.3510 0.03 0.07 0.05
F 2.1370 -6.4936 1.6486 0.13 -0.01 -0.12
C 4.4390 3.3106 4.5930 -0.21 -0.20 0.20
O -10.5032 0.9781 -2.0230 0.00 -0.06 0.00
C 4.6916 -0.9107 4.2318 0.14 -0.22 -0.14
C 1.9155 3.4650 -4.4658 0.09 -0.02 0.03
C -5.3046 -0.9531 -4.2905 -0.06 -0.03 0.12
C -0.2748 3.2109 -4.9513 0.15 -0.04 0.01
H -5.7558 -0.0150 -4.6086 -0.06 -0.15 -0.03
C 5.2319 1.2860 3.6372 0.00 -0.10 0.31
H -8.8838 2.7155 -1.9755 0.03 0.05 0.08
H 1.9281 -0.1310 -1.6589 0.20 -0.06 -0.03
H 3.0702 3.0283 6.2447 0.05 0.08 0.00
F 3.3804 -1.0090 -5.7801 -0.06 0.02 0.01
O 4.2523 -1.8690 4.8095 -0.06 0.10 -0.11
O 2.2229 -8.3440 0.3532 -0.21 -0.01 -0.11
O 2.6112 -1.1672 1.3062 0.25 0.24 0.04
O -1.4853 -2.9046 2.9769 -0.10 0.00 -0.01
O -6.4435 3.6775 -2.8523 -0.01 0.19 -0.20
O 2.3448 -10.5347 -0.1846 0.06 -0.04 -0.04
C 7.6185 3.3971 2.9902 -0.11 0.43 0.37
H 4.1445 -2.2778 -4.4456 0.05 0.07 -0.04
H 3.4242 -3.9636 -6.1017 -0.03 -0.09 0.12
C -6.0049 -2.1463 -4.9022 0.05 0.12 -0.15
H 3.6795 -0.0747 7.5739 0.25 0.02 -0.11
O 5.2806 5.5912 5.8436 -0.21 -0.04 0.12
C 1.4796 -8.6213 2.4929 -0.05 0.00 0.08
O -1.8060 1.9922 -1.3796 0.12 0.22 -0.17
O -3.1897 -1.9458 -6.7677 0.02 0.04 -0.06
C 1.4910 -7.6432 1.3366 0.04 -0.07 0.08
C 7.9715 4.0705 4.3331 -0.19 -0.36 -0.08
O -0.6026 0.6309 -2.6531 -0.03 -0.05 -0.03
C -7.6699 4.3636 -2.6568 0.04 -0.13 0.07
C -6.6801 2.6411 -3.6963 0.06 -0.06 0.09
O -10.9354 -0.4106 -0.3031 -0.02 -0.03 0.06
O 2.1844 -1.8231 -4.0452 0.18 -0.20 0.14
C -10.5568 0.7574 -0.8604 0.07 -0.08 0.01
H 1.9890 -4.4641 2.9250 0.09 -0.09 0.04
O 0.3670 -2.5446 4.2083 -0.01 -0.02 0.00
S 2.7394 0.2471 6.6794 -0.59 0.04 0.14
H 1.0356 -1.4930 -0.9591 -0.02 -0.01 0.08
C -0.5723 1.5085 -1.6363 -0.11 -0.22 0.02
C -0.4818 -3.2914 3.4709 0.06 -0.01 0.16
H 2.1255 5.1185 4.9379 -0.13 0.21 0.14
H -2.6490 2.4940 -3.1875 -0.19 -0.01 -0.01
F 1.6095 -5.7528 4.4038 -0.08 -0.02 0.01
C 1.8989 -0.8387 -0.8391 -0.08 0.11 -0.16
H 2.0244 -2.9587 -6.5592 0.01 0.08 0.01
H 6.0284 2.8844 1.6895 -0.06 0.06 0.03
P 4.2413 5.1139 4.7224 -0.07 0.27 -0.51
O -0.1378 4.4630 -4.4370 -0.10 -0.10 0.21
C -10.7236 1.1641 1.3465 0.10 -0.04 -0.07
N 5.5261 -0.9910 3.0885 -0.92 0.92 0.38
F -9.8855 1.5380 2.3370 0.08 -0.02 -0.04
```
Positions in Å, forces in eV/Å.

Properties
Structure (SMILES): CCCc1c(P(=N)(O)O)cc(S)c2c1C(=O)NC2=O.O=C1OC[C@@H](F)O1.O=C1OC[C@@H](F)O1.O=C1OC[C@@H](F)O1.O=C1OC[C@@H](F)O1.O=C1OC[C@@H](F)O1.O=C1OC[C@@H](F)O1.O=C1OC[C@@H](F)O1.O=C1OC[C@@H](F)O1.O=C1OC[C@@H](F)O1
2S+1: 1
Highest occupied orbital energy, Ha: -0.34282

Mulliken atomic charge list, values in e, 99 entries:
1. H 0.3705
2. H 0.3595
3. N -0.8562
4. O -0.1788
5. H 0.3288
6. C -0.4200
7. C -0.1080
8. C 0.6091
9. C 0.0765
10. C -0.4593
11. H 0.3039
12. H 0.2875
13. O -0.3566
14. C 0.2894
15. C -0.4726
16. O -0.2809
17. F -0.2911
18. O -0.4790
19. C 0.4577
20. H -0.0558
21. O -0.5191
22. O -0.5770
23. O -0.5258
24. C 0.4423
25. H -0.1124
26. H 0.3044
27. O -0.5210
28. C 0.3125
29. H 0.1986
30. C -0.5379
31. O -0.5776
32. F -0.2828
33. C 0.5737
34. C -0.1281
35. H 0.2589
36. O -0.3355
37. H 0.3303
38. H 0.2974
39. C 0.4281
40. H 0.2685
41. H 0.2364
42. O -0.3406
43. C 0.3073
44. H 0.2918
45. H 0.2719
46. C 0.3960
47. O -0.3955
48. C 0.5129
49. H 0.2671
50. H 0.3472
51. H 0.0763
52. O -0.3106
53. C -1.4148
54. H 0.6354
55. H 0.2829
56. F -0.3037
57. F -0.2681
58. O -0.2622
59. F -0.3325
60. H 0.2678
61. H 0.4814
62. O -0.3552
63. H 0.2774
64. C -0.4175
65. H 0.3312
66. H 0.2769
67. C 0.5690
68. O -0.6572
69. H 0.2732
70. F -0.2329
71. C 0.8139
72. O -0.4869
73. C 0.1664
74. C -0.4434
75. C -0.2160
76. C 0.6987
77. H 0.1444
78. C 0.5324
79. H -0.0653
80. H 0.0898
81. H 0.6872
82. F -0.2843
83. O -0.6267
84. O -0.3022
85. O -0.2070
86. O -0.5492
87. O -0.2960
88. O -0.4906
89. C -0.4222
90. H 0.2976
91. H 0.2814
92. C 0.2954
93. H 0.1844
94. O -0.5507
95. C -0.3346
96. O -0.3636
97. O -0.5110
98. C 0.2785
99. C -0.8350

=====

Density functional theory data (ωB97M-V/def2-TZVPD) for C17H31N2S4SiSn as an isolated structure.

Structure (XYZ):
```
56
Properties=species:S:1:pos:R:3:forces:R:3
S 2.4826 -1.1965 0.7030 -0.11 -0.09 0.04
H -1.8925 -0.6527 -3.8534 0.03 0.00 0.02
H -2.9093 -2.9763 0.9855 0.02 -0.01 -0.03
H 1.7666 -2.8246 -3.3194 0.02 0.00 0.00
Sn 0.2925 0.2568 0.3525 -0.78 -0.39 -0.18
S 0.7484 0.7133 2.9749 -0.08 0.25 -0.23
H -0.7256 0.3178 4.7989 0.08 0.01 0.00
S -2.1969 0.7118 1.3604 -0.10 0.01 -0.37
H 2.8547 0.1387 -3.3018 0.01 0.01 -0.02
C -2.0091 0.7936 3.1569 0.17 0.03 -0.04
H -0.8139 -0.1621 -5.1660 -0.02 0.00 -0.01
H -1.9544 1.8637 3.3661 -0.06 0.00 0.03
C 1.1344 -2.3816 -2.5468 -0.16 0.09 0.19
H -3.2781 -0.7586 -0.0849 -0.03 0.01 0.00
C -0.7267 2.3436 -2.8644 0.10 -0.25 0.18
H 2.4988 -0.1357 4.3213 -0.06 0.03 0.03
H -1.1209 4.5035 1.4211 0.01 -0.02 0.02
C 0.4042 -3.0318 1.5286 0.16 0.14 -0.07
H -1.2925 4.2961 -3.4933 -0.01 0.02 0.01
H 1.7686 -2.2497 -1.6615 0.01 -0.03 -0.22
H 0.5675 4.7971 1.0535 0.01 -0.02 0.02
N -0.2105 2.1816 -0.5530 0.61 0.32 0.47
N 0.1602 0.2862 -1.7020 -0.63 -0.11 -0.11
H -2.1012 -2.2363 2.3635 -0.01 0.00 0.01
C -0.2910 1.5928 -1.7712 0.51 -0.03 -0.07
H -2.9262 0.4241 3.6185 0.03 -0.05 0.01
C 1.9828 0.1501 -3.9591 -0.19 -0.08 -0.01
H -0.9883 5.3355 -1.2480 0.02 0.00 -0.05
C -0.8069 4.2806 -1.3989 0.00 -0.17 0.01
C 1.8321 -2.8896 0.9929 -0.09 -0.03 -0.01
C -0.7880 0.0872 3.7337 -0.02 -0.08 0.04
H 1.5031 -1.4511 3.7127 0.00 -0.03 -0.06
H 2.5439 -3.3665 1.6689 0.00 0.01 0.03
C -2.3037 -2.1255 1.2995 0.04 0.03 0.09
C -0.9747 3.6869 -2.6567 0.01 0.15 0.25
C -0.9270 -0.8473 -4.3247 -0.04 -0.03 0.20
H 2.2601 -0.3539 -4.8887 0.02 0.01 0.01
C 1.9907 -0.5201 3.4351 0.22 0.04 -0.02
Si 0.5374 -0.7297 -3.1839 0.48 0.31 -0.06
H 0.2752 -2.6060 2.5208 0.01 -0.03 0.02
C 3.0461 -0.6773 2.3396 0.01 0.05 0.07
H 3.5759 0.2615 2.1624 0.01 -0.01 0.02
H 1.9261 -3.3798 0.0221 0.01 0.00 0.10
S -0.7382 -2.2173 0.3794 -0.01 0.00 -0.05
H 0.1463 -4.0905 1.5769 0.04 -0.02 -0.06
H 3.7963 -1.4044 2.6560 -0.01 -0.01 0.01
H 0.3414 -3.0970 -2.3276 -0.01 0.00 0.04
H 0.0942 3.2442 1.7484 -0.01 0.03 -0.01
H -4.0086 -0.8248 1.5112 -0.01 -0.01 0.00
C -0.4119 3.5017 -0.3295 -0.24 -0.11 -0.22
H -0.8386 1.8919 -3.8377 0.01 -0.02 -0.02
H 1.7575 1.1877 -4.2140 0.02 -0.01 0.01
H -0.8200 -0.9946 3.6208 -0.02 0.00 -0.02
H -0.9695 -1.8591 -4.7346 0.00 0.02 -0.05
C -0.2086 4.0308 1.0550 -0.07 0.07 -0.07
C -3.0552 -0.8384 0.9810 0.06 -0.01 0.15
```
Positions in Å, forces in eV/Å.

Properties
Net charge: +3
2S+1: 1
Highest occupied orbital energy, Ha: -0.62318

Population analysis type Mulliken, resulting atomic charges in e:
1. S 0.0365
2. H 0.3773
3. H 0.5264
4. H 0.5327
5. Sn 0.6034
6. S -0.0066
7. H 0.5933
8. S 0.1289
9. H 0.3234
10. C -0.9024
11. H 0.4163
12. H 0.4650
13. C -0.7223
14. H 0.4315
15. C -0.5775
16. H 0.5225
17. H 0.3567
18. C -0.5021
19. H 0.4931
20. H -0.2098
21. H 0.4330
22. N -0.0559
23. N 0.1604
24. H 0.4017
25. C 0.7415
26. H 0.5123
27. C -1.0741
28. H 0.5125
29. C -0.7200
30. C -0.9460
31. C -0.5653
32. H 0.4110
33. H 0.5641
34. C -0.7054
35. C -0.5438
36. C -1.1849
37. H 0.4022
38. C -0.6104
39. Si 0.0190
40. H 0.0527
41. C -0.9080
42. H 0.4783
43. H 0.5033
44. S 0.1298
45. H 0.6223
46. H 0.5176
47. H 0.3909
48. H -0.0071
49. H 0.5588
50. C 0.5020
51. H 0.4624
52. H 0.3855
53. H 0.2028
54. H 0.4233
55. C -1.0468
56. C -0.9063

=====

Density functional theory data (ωB97M-V/def2-TZVPD) for one molecule with the formula C3H3F2NO.

Structure (XYZ):
```
10
Properties=species:S:1:pos:R:3:forces:R:3
F 0.9004 -2.0058 -0.8874 -0.48 0.68 -0.09
C -0.6566 -0.5286 1.2687 -0.43 -1.08 -1.44
N -0.0789 -1.0369 -1.2212 0.13 -0.49 0.59
H 0.4033 0.9483 -1.5059 -0.33 0.34 -0.38
H 1.3776 0.1977 -0.3389 1.62 -0.49 0.47
H -1.3654 0.8762 -0.2127 -2.45 0.07 -0.13
C -0.5389 0.6988 0.3937 -0.02 -2.59 -0.09
C 0.3990 0.2132 -0.7156 0.67 0.04 -0.19
F -0.2757 1.7689 1.0875 1.27 2.70 1.20
O -0.1649 -1.1317 2.1318 0.02 0.82 0.05
```
Positions in Å, forces in eV/Å.

Properties
Relative energy (zero: lowest compared OMol25 entry of this formula, charge and spin), kJ/mol: 513.9
2S+1: 1
Highest occupied orbital energy (spin up / spin down), Ha: -0.37224 / -0.29336

Population analysis type Mulliken, resulting atomic charges in e:
1. F -0.1684
2. C 0.1412
3. N -0.2446
4. H 0.3477
5. H 0.3890
6. H 0.2669
7. C 0.3665
8. C -0.5459
9. F -0.2672
10. O -0.2851

=====

Density functional theory data (ωB97M-V/def2-TZVPD) for a 2-piece molecular cluster, C3H3N3O2 overall.

Structure (XYZ):
```
11
Properties=species:S:1:pos:R:3:forces:R:3
C 0.5341 1.1140 2.0575 1.52 3.09 0.19
O -2.0224 1.9983 1.3963 0.87 -0.57 1.17
C -0.6102 -0.2362 -0.6836 0.07 -0.55 0.62
O 0.9844 2.0564 1.5094 -0.18 -0.77 -0.17
N 0.1692 0.2328 2.7186 -0.41 -2.26 0.63
N -1.6760 1.5903 0.3287 -3.59 2.82 -1.67
C -0.3223 -1.3768 -1.3112 0.63 1.35 3.05
H 0.2461 -2.1667 -0.7859 -0.59 0.55 -0.30
H -0.2758 -0.2473 3.4576 -0.24 0.07 0.13
N -0.8247 0.7283 0.0581 2.31 -3.49 -1.57
H -0.6065 -1.4981 -2.2931 -0.39 -0.23 -2.06
```
Positions in Å, forces in eV/Å.

Properties
Relative energy (zero: lowest compared OMol25 entry of this formula, charge and spin), kJ/mol: 646.5
Structure (SMILES): C=C=NN=O.N=C=O
2S+1: 1
Highest occupied orbital energy (spin up / spin down), Ha: -0.33687 / -0.33686

Population analysis type Mulliken, resulting atomic charges in e:
1. C 0.5697
2. O -0.4021
3. C 0.6477
4. O -0.4960
5. N -0.3274
6. N -0.1675
7. C -0.9484
8. H 0.2377
9. H 0.2721
10. N 0.3342
11. H 0.2801

=====

What E_tot values result from the calculations? In sequence: -5552.56186, -2871.51693, -445.63175, -430.67473 Ha.
What molecular weight values result from the calculations? In sequence: 1254.74, 538.51, 107.06, 113.08 u.